1.
Density functional theory data (ωB97M-V with the def2-TZVPD basis set) for a molecular structure, C20H38Cl3N2O4ScSi.

The geometry in XYZ format:
```
69
Properties=species:S:1:pos:R:3
C 4.2984 -2.1982 -2.2709
C 4.2927 -1.2928 -1.0674
H 5.3268 -2.4846 -2.5694
H 3.8157 -1.6962 -3.1371
H 3.7272 -3.1244 -2.0443
C 5.3264 -0.5127 -0.6982
C 6.5429 -0.3556 -1.5351
H 5.2671 0.0213 0.2527
H 6.3060 -0.1500 -2.5966
H 7.1693 -1.2615 -1.4726
H 7.0948 0.5020 -1.1344
Sc -1.0716 -0.2495 -1.0423
Cl -0.6492 -2.5065 -0.2836
Cl -2.5134 0.4076 -2.9016
H -5.7398 1.2791 0.0063
H -6.5646 -1.4086 -0.4798
C -4.9599 1.0110 -0.7144
C -5.7218 -1.3165 -1.1720
N -4.7180 -0.4323 -0.6291
H -4.0526 1.5735 -0.4873
C -3.6081 -0.9246 -0.1173
O -2.6360 -0.1443 0.1607
H -5.2768 -2.3023 -1.3179
H -3.4865 -2.0121 0.0222
H -5.2963 1.2490 -1.7298
H -6.0802 -0.9256 -2.1281
H 2.5301 1.2006 -3.1442
H 4.0183 2.5007 -0.9029
C 2.0473 2.1783 -3.0113
C 3.1973 3.2128 -1.0799
N 2.0078 2.5494 -1.5936
H 1.0340 2.1265 -3.4195
C 1.0396 2.1122 -0.7952
O -0.0482 1.6508 -1.2171
H 2.9482 3.7151 -0.1341
H 1.2319 2.1709 0.2964
H 2.6318 2.9376 -3.5371
H 3.5353 3.9468 -1.8175
O 2.3965 -0.2979 -1.2023
C 2.9530 -1.1630 -0.3510
C 3.0995 0.6293 1.3837
C 2.9835 -0.7191 1.1065
H 3.0673 1.3310 0.5422
C 3.2612 1.0601 2.7013
H 2.4624 -2.1451 -0.3878
C 2.8989 -1.6743 2.1163
H 3.4043 2.1243 2.8906
C 3.2182 0.1083 3.7225
C 3.0558 -1.2499 3.4370
H 2.7171 -2.7086 1.8126
H 3.3433 0.4320 4.7597
H 3.0381 -2.0021 4.2275
Si -0.5059 -1.7806 -4.4593
Cl 0.5592 -0.8869 -2.7754
C -0.7945 -0.3185 -5.6405
C -2.0261 -2.6034 -3.7430
C 0.6822 -3.0765 -5.0915
H -0.1459 0.5379 -5.3880
H -1.8321 0.0636 -5.6233
H -0.5490 -0.6165 -6.6753
H 1.5058 -2.6428 -5.6688
H 0.1757 -3.8187 -5.7174
H 1.1342 -3.5973 -4.2398
H -1.7572 -3.1492 -2.8100
H -2.3878 -3.3426 -4.4877
H -2.8280 -1.8747 -3.5029
O 0.0327 0.1057 1.0413
H 0.0661 -0.7914 1.4580
H -0.5495 0.6173 1.6517
```

Values from the calculation:
**Spin multiplicity**: 1
**Orbital gap**: 5.939 eV
**HOMO**: -6.0 eV

***

2.
Density functional theory data (ωB97M-V with the def2-TZVPD basis set) for 5 unconnected molecules or ions with the total composition C20H38Cl3N3O10PS.

The geometry in XYZ format:
```
76
Properties=species:S:1:pos:R:3
C 3.2480 -6.2488 -0.5265
C 1.8257 -5.4910 -0.7861
C 1.7737 -4.9506 -2.3004
C 1.0336 -3.5350 -2.4983
C -0.1699 -3.2472 -1.4748
C -0.4453 -1.6500 -1.5495
C 0.7235 -0.7333 -1.0361
C 0.5157 0.8171 -1.1197
C 1.6954 1.7388 -0.5992
O 1.7756 2.9841 -0.7216
O 2.8209 1.0763 0.0455
P 2.7829 1.3262 1.7458
O 2.2116 2.8683 2.2129
O 4.4230 1.2432 2.2791
S 1.8008 -0.0237 2.7364
C -0.8543 1.3279 -1.6750
N -1.1087 2.7876 -1.7684
C -1.9749 0.3259 -2.1370
O -3.1891 0.9162 -2.5795
C -3.9024 0.0759 -3.5270
C -5.1031 -0.7300 -2.7612
N -5.6952 0.0462 -1.6367
C -7.1242 -0.3671 -1.3758
C -7.2557 -1.7602 -0.5960
C -8.8063 -2.1511 -0.2796
O -6.5809 -1.7654 0.7022
N -1.6962 -1.0917 -2.0462
H 3.1553 -7.3850 -0.7384
H 3.6126 -6.1116 0.5611
H 4.0885 -5.8652 -1.2077
H 1.0144 -6.3078 -0.6630
H 1.7576 -4.6787 0.0162
H 2.8769 -4.7875 -2.6240
H 1.3632 -5.7378 -3.0368
H 1.8361 -2.7208 -2.5445
H 0.5575 -3.5624 -3.5588
H -1.1481 -3.8149 -1.7208
H 0.0664 -3.4608 -0.3643
H 1.7041 -1.1408 -0.6095
H 1.2409 2.7392 2.3483
H 4.8325 0.4230 1.9035
H -0.2281 3.2243 -2.1202
H -1.7865 2.9688 -2.5392
H -3.2437 -0.6366 -4.1319
H -4.4352 0.7668 -4.2839
H -4.7279 -1.7699 -2.4561
H -5.9428 -0.8513 -3.5529
H -5.1985 -0.1764 -0.7594
H -7.7341 -0.4689 -2.3447
H -7.6815 0.4292 -0.7416
H -6.8443 -2.6485 -1.2126
H -9.4033 -2.4137 -1.2217
H -9.2966 -1.2613 0.2540
H -8.8900 -3.0447 0.4469
H -6.7226 -2.6378 1.1373
H -2.4067 -1.7870 -2.3277
C 4.1765 6.5379 3.2625
C 3.1992 5.9728 4.2744
O 2.1139 5.3421 3.6088
H 3.6792 7.2605 2.6113
H 5.0136 7.0305 3.7616
H 4.5680 5.7445 2.6183
H 2.7940 6.7706 4.9014
H 3.6885 5.2387 4.9227
H 2.4804 4.6305 3.0619
C 6.6275 8.7404 1.3752
Cl 5.0826 9.4963 1.7868
Cl 7.4185 8.0728 2.8080
H 6.4490 7.9363 0.6624
H 7.2797 9.4904 0.9298
C 4.2325 -3.5862 4.0561
O 3.9919 -2.8658 5.0650
O 3.4227 -3.2626 3.0105
O 5.0601 -4.5040 3.8823
H 2.9753 -2.5657 3.5281
Cl 0.6072 -2.5508 1.2378
```

Values from the calculation:
**Spin multiplicity**: 1
**Orbital gap**: 3.429 eV
**HOMO**: -3.5 eV
**Net charge**: -1

***

3.
Density functional theory data (ωB97M-V with the def2-TZVPD basis set) for 8 unconnected molecules or ions with the total composition C20H38Cl6O16.

The geometry in XYZ format:
```
80
Properties=species:S:1:pos:R:3
C -2.6681 5.7987 0.3655
Cl -4.3588 5.9090 -0.3701
Cl -1.6338 7.1271 -0.1377
Cl -1.9384 4.2828 -0.1353
H -2.7082 5.8709 1.4524
C -6.0279 1.8033 -1.0238
Cl -5.5330 0.1927 -1.4611
Cl -4.8329 2.8886 -1.6205
Cl -6.2069 1.9805 0.7019
H -6.9619 1.9941 -1.5523
C -3.0735 0.3513 1.5914
O -2.0205 0.5977 2.4807
C -2.1241 1.6326 3.3979
O -2.9671 2.5085 3.3805
O -0.9213 1.6530 4.0862
C -0.8936 2.4722 5.2274
H -3.3003 1.2624 1.0379
H -4.0467 0.0301 1.9628
H -2.7466 -0.4968 0.9898
H 0.1307 2.7016 5.5209
H -1.2085 1.9484 6.1300
H -1.5714 3.3258 5.2380
C 6.5941 1.8381 -2.8795
O 5.5690 1.6658 -1.8682
C 4.6864 2.6572 -1.6566
O 4.6103 3.6786 -2.3317
O 3.9390 2.1880 -0.6869
C 2.8894 3.0230 -0.2540
H 7.1884 2.7377 -2.7198
H 6.1552 1.8301 -3.8772
H 7.2803 0.9914 -2.9007
H 2.2939 2.3117 0.3183
H 2.3440 3.5346 -1.0470
H 3.2424 3.9125 0.2678
C 1.3603 -2.8479 5.2154
O 1.1782 -4.0574 4.3980
C 0.2745 -4.1413 3.4132
O -0.0202 -5.2441 2.9127
O -0.3506 -2.9295 3.2007
C -1.2932 -2.9088 2.1704
H 1.1767 -1.9032 4.7037
H 2.3292 -2.7513 5.7053
H 0.5769 -2.9750 5.9625
H -0.8606 -3.2290 1.2225
H -1.4962 -1.8613 1.9477
H -2.2862 -3.3211 2.3499
C 4.8194 -3.9865 4.2666
O 4.3299 -3.3561 3.0701
C 3.7877 -2.1499 3.0975
O 3.6634 -1.3584 4.0197
O 3.2648 -1.9535 1.8498
C 2.3796 -0.8664 1.4601
H 5.5653 -4.7389 4.0104
H 3.8890 -4.3783 4.6776
H 5.3043 -3.2609 4.9197
H 1.4575 -0.5817 1.9668
H 2.1935 -0.8572 0.3862
H 2.9915 0.0265 1.5885
C -4.0727 -2.0414 -5.9953
O -2.6741 -2.1036 -5.6434
C -1.7393 -1.5735 -6.4743
O -1.9379 -0.7887 -7.3630
O -0.5801 -2.1521 -6.2310
C 0.5591 -1.9967 -7.0764
H -4.7879 -2.7061 -5.5107
H -4.2013 -2.1428 -7.0730
H -4.4093 -1.0515 -5.6870
H 1.3801 -2.6364 -6.7527
H 1.1084 -1.0596 -7.1677
H 0.2613 -2.2705 -8.0886
C -2.0189 -0.2175 -2.6967
C -1.2208 -0.3823 -1.3338
O -1.2430 -1.3994 -0.7378
C -0.4752 0.8687 -0.8759
H -2.7760 0.5573 -2.5757
H -2.3568 -1.1992 -3.0284
H -1.3287 0.1190 -3.4703
H -0.1469 1.3344 -1.8051
H 0.3855 0.7290 -0.2218
H -1.1397 1.5409 -0.3331
```

Values from the calculation:
**Spin multiplicity**: 2
**Orbital gap (spin up / spin down)**: 1.913 / 8.351 eV
**Expectation value of S²**: 0.75
**HOMO (spin up / spin down)**: 0.1 / -6.4 eV
**Net charge**: -1

***

Which value of spin multiplicity does entry 3 give?
2

***

The highest spin multiplicity belongs to which entry?
C20H38Cl6O16